[1]
Computed, not measured: a 5-piece molecular cluster, C3H11NO4 overall at a distorted geometry, with wB97M-V/def2-TZVPD.

For the highest occupied orbital energy, the calculation gives -8.875 eV. The LUMO energy comes out at -5.392 eV. Its total energy is -476.28639 Ha.

Structure (XYZ):
```
19
Properties=species:S:1:pos:R:3:forces:R:3
O 2.045 0.953 -1.592 0.0247 -0.0961 -0.8663
O -1.425 -0.909 -0.805 -0.2957 -0.4207 3.0123
O 1.418 -1.445 -1.068 1.6483 0.4690 0.0686
O -2.231 1.618 -0.898 0.2061 -1.7870 -1.0984
N 1.954 -0.399 1.663 -1.9804 3.8261 -1.3654
C -1.517 -1.208 0.453 1.5256 -3.1962 -3.2880
C 1.796 0.813 1.186 0.0234 -2.7671 2.1738
C -1.982 -0.429 1.473 0.1822 0.5634 1.2833
H -2.492 1.930 -1.800 0.4334 -0.5686 1.2244
H -2.240 0.574 1.289 -0.4685 1.1991 -0.2207
H 1.662 -0.523 -1.423 0.8747 -0.0455 0.2028
H 1.873 -1.007 0.849 1.0144 -1.2627 -0.9063
H 2.463 1.216 -2.451 -0.2698 -0.0209 1.2714
H -2.071 -0.827 2.479 0.0390 -0.0446 -0.2177
H 1.151 1.485 1.767 0.7680 0.4072 0.0313
H -1.195 -2.280 0.741 -0.4355 1.5185 -0.4776
H 2.231 1.152 0.213 -0.1687 -0.0856 -0.7185
H -1.937 0.608 -0.990 -0.7235 2.7555 -0.1953
H 0.496 -1.322 -1.085 -2.3977 -0.4434 0.0863
```
Forces are in eV/Å.

***

[2]
Computed, not measured: C23H17F3N5Os as an isolated structure, with wB97M-V/def2-TZVPD.

As for the net charge: +3. For the highest occupied orbital energy (alpha / beta), the calculation gives -18.768 / -18.799 eV. The LUMO energy (alpha / beta) comes out at -12.861 / -12.913 eV. Its total energy is -1549.58618 Ha.

Structure (XYZ):
```
49
Properties=species:S:1:pos:R:3:forces:R:3
Os 0.377 -1.085 -0.175 -0.2936 0.4838 -0.4397
F -0.425 4.120 -4.675 0.0098 0.0038 0.0120
F 0.013 5.294 -2.905 0.0038 -0.0148 -0.0146
F 1.633 4.461 -4.082 -0.0190 -0.0044 0.0083
N 0.413 0.707 -1.242 0.1961 0.1622 0.2765
N -1.081 -0.537 1.143 0.0270 0.0331 -0.3332
N 2.176 -1.764 -0.918 -0.0741 -0.1479 0.0401
N 0.766 -2.130 1.266 0.2345 -0.3516 0.1496
N 0.891 -3.125 0.397 0.3048 -0.1363 0.3286
C 0.764 1.893 -0.705 -0.0334 0.0045 -0.0197
C -1.866 0.571 0.971 -0.0447 -0.1091 0.0914
C 0.382 2.986 -2.786 0.0116 0.0095 0.0140
C 2.080 -3.011 -0.421 -0.1425 0.0453 -0.0148
C -2.832 2.626 1.774 0.0183 -0.0138 0.0403
C -3.344 1.811 -0.471 0.0005 -0.0156 -0.0225
C 0.033 1.765 -3.344 -0.0160 -0.0010 -0.0076
C -0.738 -2.830 4.570 -0.0009 0.0057 -0.0061
C 2.958 -4.026 -0.688 0.0026 -0.0299 -0.0284
C 3.237 -1.426 -1.666 -0.0323 -0.0281 -0.0466
C 0.759 3.051 -1.450 -0.0201 0.0175 -0.0552
C 0.067 0.643 -2.544 -0.0089 -0.0420 0.0046
C 0.397 4.250 -3.639 0.0019 0.0159 -0.0020
C -3.499 2.758 0.552 -0.0077 -0.0026 -0.0073
C 0.182 -2.968 3.524 0.0094 -0.0643 0.1130
C -2.032 1.533 2.004 -0.0647 0.0484 -0.0532
C -1.970 -1.101 3.400 0.0446 0.0374 -0.1617
C 4.061 -3.675 -1.465 0.0012 0.0334 -0.0073
C 0.007 -2.145 2.445 -0.0685 0.1362 -0.2049
C -1.031 -1.184 2.355 -0.0863 0.0091 0.2238
C -2.512 0.738 -0.281 -0.0067 0.0582 0.0205
C -1.795 -1.916 4.501 0.0464 -0.0721 0.0819
C 4.205 -2.373 -1.944 -0.0001 -0.0394 0.0075
H -4.148 3.610 0.392 0.0003 -0.0003 -0.0094
H 1.055 1.893 0.337 0.0105 -0.0213 -0.0037
H 5.061 -2.099 -2.545 0.0005 0.0021 0.0020
H -2.942 3.387 2.535 -0.0031 0.0051 -0.0064
H 4.815 -4.419 -1.691 0.0016 0.0037 -0.0065
H -3.899 1.914 -1.394 -0.0071 0.0149 0.0057
H -1.468 1.444 2.924 0.0168 0.0139 -0.0161
H -2.844 -0.471 3.314 -0.0157 -0.0295 0.0148
H 3.284 -0.413 -2.041 0.0051 0.0029 0.0060
H 2.808 -5.024 -0.300 -0.0065 0.0023 0.0015
H -2.436 -0.045 -1.028 -0.0051 0.0023 0.0084
H -0.642 -3.467 5.439 -0.0067 0.0063 0.0042
H 0.987 -3.688 3.570 0.0007 0.0000 -0.0078
H -2.509 -1.873 5.313 -0.0017 -0.0055 0.0035
H -0.186 -0.334 -2.948 0.0157 -0.0100 0.0000
H -0.256 1.684 -4.383 -0.0010 -0.0099 0.0010
H 1.045 3.991 -0.997 0.0029 -0.0082 0.0157
```
Forces are in eV/Å.

***

[3]
Computed, not measured: one molecule with the formula C16H32O2S, with wB97M-V/def2-TZVPD.

For the highest occupied orbital energy, the calculation gives -8.861 eV. The LUMO energy comes out at 0.655 eV. Its total energy is -1177.54692 Ha.

Structure (XYZ):
```
51
Properties=species:S:1:pos:R:3:forces:R:3
S -3.215 -2.049 -0.123 0.0796 0.0433 0.0655
O -0.712 -3.897 1.421 0.0496 -0.1405 -0.0359
O -0.773 -1.760 2.061 0.0182 0.5953 0.2112
C -1.393 -2.223 -0.168 -0.5521 0.1557 0.1512
C 1.141 3.317 0.405 -0.0877 -0.1249 -0.0495
C -3.008 0.730 0.065 -0.1129 0.1134 0.3658
C 2.430 -0.261 -0.492 -0.1815 -0.0311 0.4481
C -1.315 3.309 -0.276 -0.1151 0.0053 0.2765
C 2.551 -1.566 0.294 0.2372 0.0506 -0.3346
C -0.311 3.180 0.867 0.1178 0.1192 -0.2958
C 1.656 2.148 -0.438 -0.0110 0.0626 0.3403
C 1.770 0.838 0.340 0.1013 0.0807 -0.4789
C 2.285 -3.652 -1.204 0.1828 0.1380 -0.1079
C 3.239 -2.703 -0.473 -0.2258 -0.1791 0.2084
C 1.614 -3.042 -2.429 0.0293 -0.1846 0.1811
C -3.181 1.986 0.917 0.0660 0.0729 -0.2866
C -0.921 -2.745 1.158 0.1442 -0.3564 -0.0259
C -2.772 3.268 0.188 0.0786 -0.1080 0.0301
C -3.406 -0.512 0.843 0.2301 -0.3045 -0.3672
H 1.851 -0.419 -1.403 0.0172 0.0151 -0.1179
H -2.596 1.883 1.834 -0.0292 -0.0198 0.0977
H -0.436 2.222 1.371 -0.0565 -0.0548 0.1366
H 3.950 -2.283 -1.188 0.1218 -0.0040 -0.0226
H -4.230 2.074 1.210 -0.0118 -0.0218 0.0924
H -1.146 2.521 -1.011 0.0412 -0.0064 -0.1173
H 1.240 4.238 -0.175 0.0298 0.0850 0.0562
H 1.010 2.003 -1.306 0.0199 -0.0213 -0.1152
H -1.147 4.262 -0.784 0.0542 -0.0162 -0.0822
H 3.810 -3.303 0.239 0.0832 0.0179 -0.0434
H -2.817 -0.616 1.754 -0.1421 0.0785 0.0390
H -1.963 0.644 -0.237 0.0536 -0.0174 -0.1022
H -3.616 0.806 -0.838 0.0586 -0.0074 -0.0766
H -0.496 -2.126 2.916 -0.0374 -0.2188 -0.2250
H 2.858 -4.525 -1.526 -0.0585 -0.0638 0.0417
H 2.361 -2.651 -3.117 0.0313 0.0905 -0.1120
H 3.124 -1.355 1.200 -0.0817 0.0082 0.0737
H 2.647 2.412 -0.816 0.0049 -0.0211 -0.0954
H 1.522 -4.002 -0.505 0.0155 -0.0914 0.0526
H 1.781 3.414 1.286 0.0733 0.0670 -0.0077
H -0.517 3.965 1.600 -0.0587 -0.0378 0.0927
H 3.428 0.068 -0.792 0.0367 0.0071 -0.0896
H 1.031 -3.797 -2.951 -0.0908 -0.0085 -0.1075
H 0.945 -2.233 -2.150 -0.1010 0.1415 -0.0424
H -2.952 4.113 0.857 -0.0425 0.0845 -0.0461
H 0.781 0.500 0.657 -0.0666 -0.0424 0.1088
H 2.362 1.009 1.243 -0.0151 -0.0097 0.1121
H -3.417 3.396 -0.685 -0.0782 0.0679 0.0129
H 1.560 -1.897 0.609 -0.0508 0.0053 0.1138
H -0.955 -1.255 -0.398 0.1549 -0.0451 -0.0637
H -1.186 -2.950 -0.950 0.1024 0.0353 0.0781
H -4.464 -0.488 1.105 -0.0263 -0.0038 0.0627
```
Forces are in eV/Å.

***

[4]
Computed, not measured: a 2-piece molecular cluster, C6H17N2P overall at a distorted geometry, with wB97M-V/def2-TZVPD.

For the highest occupied orbital energy, the calculation gives -9.057 eV. The LUMO energy comes out at 0.337 eV. Its total energy is -689.50253 Ha.

Structure (XYZ):
```
26
Properties=species:S:1:pos:R:3:forces:R:3
P 0.658 -1.130 -0.033 -1.0775 -1.7735 -0.7122
N 2.817 -1.346 2.503 0.8036 1.8538 -1.5392
N 1.881 -0.313 -0.048 1.4777 0.9966 -0.1007
C 2.088 -2.548 2.421 -3.4045 -1.6322 -0.3161
C -1.633 1.817 -2.123 0.5553 0.2337 3.1794
C -0.836 -0.707 0.795 -1.1536 1.5959 0.2481
C -0.332 2.639 -2.014 -2.6298 2.7977 0.9532
C -1.349 0.614 0.188 -0.5482 0.2253 -2.0087
C -1.586 0.467 -1.336 -1.2380 -0.5833 -1.0573
H -1.690 -1.382 0.927 0.5645 -0.3898 -0.5082
H -0.570 3.513 -2.675 0.8058 -0.6455 0.1621
H -2.604 -0.051 -1.574 2.0006 0.2706 0.2939
H 3.495 -1.289 1.717 -0.4545 -0.0723 0.7600
H 1.294 -2.522 1.568 1.1106 -0.4511 0.1763
H 2.498 -3.625 2.401 0.2522 2.1661 0.0270
H 2.170 -0.521 2.243 1.2708 -1.7260 0.6901
H -2.248 0.937 0.733 0.2712 0.0792 -0.2965
H 1.318 -2.525 3.207 0.5097 -0.3279 0.4712
H -0.661 -0.076 -1.787 -1.7698 0.4412 0.5490
H -0.654 1.444 0.051 0.5531 -0.2484 1.6706
H 0.337 -2.277 -0.796 0.3554 -0.0547 -0.0957
H -2.430 2.495 -1.666 0.4770 -1.0828 -1.1872
H -0.239 3.182 -1.007 0.2758 -1.2571 -1.2279
H -1.719 1.523 -3.130 -0.8744 0.1500 -1.3445
H 0.518 2.120 -2.332 1.4545 -0.6263 -0.2511
H -0.521 -0.437 1.767 0.4125 0.0610 1.4642
```
Forces are in eV/Å.

***

[5]
Computed, not measured: C18H17F4N2 as an isolated structure at a distorted geometry, with wB97M-V/def2-TZVPD.

As for the net charge: +1. For the highest occupied orbital energy, the calculation gives -11.850 eV. The LUMO energy comes out at -5.160 eV. Its total energy is -1204.52424 Ha.

Structure (XYZ):
```
41
Properties=species:S:1:pos:R:3:forces:R:3
F 1.423 -5.199 -1.339 -0.1654 2.0066 -0.4870
F 2.674 5.519 -1.005 -0.3752 -0.9568 1.3758
F 2.007 5.483 3.714 0.0332 -0.8755 -1.5510
F 2.253 -1.587 -4.351 -1.0228 -0.3955 2.0467
N -3.284 -1.947 0.164 0.4502 0.1910 2.4536
N -2.013 -1.778 0.576 0.4965 -0.2502 -3.1426
C 0.016 -0.636 0.079 9.9189 -0.1261 1.9030
C 0.886 -2.966 -0.679 -0.6919 -0.4814 0.3771
C 0.750 -1.613 -0.942 0.1997 -0.2845 -1.7118
C -1.405 -0.613 0.295 -9.1012 0.6474 1.3870
C 2.013 4.825 2.499 -0.0390 0.4085 0.4862
C 1.192 1.370 1.249 -0.6791 -0.4042 0.5254
C 2.361 5.544 1.351 -0.1381 -0.6706 0.1642
C -3.880 -3.218 0.573 -0.0423 -0.7795 0.6266
C 2.000 3.479 0.060 -0.2592 -0.0841 0.3484
C 1.729 -2.040 -3.143 0.9779 -0.1292 -0.2630
C 1.613 2.767 1.230 1.6406 1.8205 0.1536
C -4.247 -0.854 0.252 -0.3407 0.5643 -0.4313
C 1.265 -1.129 -2.172 -0.2802 -0.1632 -0.8187
C 1.658 3.479 2.464 -0.1823 -0.4953 -0.4426
C 1.816 -3.420 -2.905 -0.5311 0.1115 0.5137
C 1.010 0.563 0.192 0.0574 0.9337 0.2210
C 2.347 4.832 0.150 0.0730 0.1144 -0.5985
C 1.335 -3.854 -1.661 0.8618 -0.6370 0.1557
H 0.618 -3.322 0.309 -0.1397 -0.3398 -0.2326
H -0.003 -1.211 1.009 1.2189 -0.6021 0.0467
H 1.741 0.806 -0.611 -1.5761 -0.3855 -0.1312
H 2.003 2.973 -0.907 0.0168 0.3779 0.1920
H 0.997 1.018 2.258 -0.9013 0.0754 0.0186
H 1.329 -0.074 -2.448 -0.3031 -0.3157 0.1432
H 2.256 -4.128 -3.617 -0.2953 0.4383 0.2511
H -4.046 -3.272 1.672 0.0748 0.1596 -0.6088
H -5.242 -1.290 0.050 0.5908 0.4908 0.1119
H 1.387 2.955 3.383 0.1120 0.3163 -0.1707
H -0.673 -0.421 -0.779 -2.0502 -0.1208 -1.3128
H 2.631 6.593 1.398 -0.0665 -0.1657 -0.0453
H -4.024 -0.088 -0.497 -0.1256 -0.0745 -0.0004
H -4.247 -0.365 1.247 0.0021 -0.3774 -0.3331
H -4.859 -3.341 0.080 0.5937 0.1040 0.0880
H -3.219 -4.042 0.293 -0.0918 0.2025 -0.0135
H -2.167 0.205 0.507 2.0798 0.1519 -1.2948
```
Forces are in eV/Å.

***

[6]
Computed, not measured: a 2-piece molecular cluster, C2H3ClINO overall at a distorted geometry, with wB97M-V/def2-TZVPD.

For the highest occupied orbital energy (alpha / beta), the calculation gives -8.059 / -8.061 eV. The LUMO energy (alpha / beta) comes out at -0.322 / -0.322 eV. Its total energy is -965.73187 Ha.

Structure (XYZ):
```
9
Properties=species:S:1:pos:R:3:forces:R:3
I 1.627 -0.935 1.520 0.0126 -1.1585 -0.2096
Cl 0.652 1.508 -0.437 0.2965 -0.0915 -0.0480
O -2.190 1.262 -0.430 -0.1107 -1.4665 -1.0449
N -1.975 -1.092 -0.348 -0.2900 1.3771 0.0813
C -2.043 0.103 -0.581 -0.4099 0.9154 1.8542
C 2.181 0.676 -0.076 0.7420 -0.1423 -2.3989
H 2.355 0.029 -1.088 -0.4599 0.8426 2.2684
H -1.677 -1.817 -0.936 0.3773 -0.8283 -0.8937
H 1.070 0.266 2.375 -0.1579 0.5520 0.3911
```
Forces are in eV/Å.

***

Q: Among the records above, which one has the lowest total energy?
A: C23H17F3N5Os

***

Please write out number 1 again, unchanged.
Computed, not measured: a 5-piece molecular cluster, C3H11NO4 overall at a distorted geometry, with wB97M-V/def2-TZVPD.

For the highest occupied orbital energy, the calculation gives -8.875 eV. The LUMO energy comes out at -5.392 eV. Its total energy is -476.28639 Ha.

Structure (XYZ):
```
19
Properties=species:S:1:pos:R:3:forces:R:3
O 2.045 0.953 -1.592 0.0247 -0.0961 -0.8663
O -1.425 -0.909 -0.805 -0.2957 -0.4207 3.0123
O 1.418 -1.445 -1.068 1.6483 0.4690 0.0686
O -2.231 1.618 -0.898 0.2061 -1.7870 -1.0984
N 1.954 -0.399 1.663 -1.9804 3.8261 -1.3654
C -1.517 -1.208 0.453 1.5256 -3.1962 -3.2880
C 1.796 0.813 1.186 0.0234 -2.7671 2.1738
C -1.982 -0.429 1.473 0.1822 0.5634 1.2833
H -2.492 1.930 -1.800 0.4334 -0.5686 1.2244
H -2.240 0.574 1.289 -0.4685 1.1991 -0.2207
H 1.662 -0.523 -1.423 0.8747 -0.0455 0.2028
H 1.873 -1.007 0.849 1.0144 -1.2627 -0.9063
H 2.463 1.216 -2.451 -0.2698 -0.0209 1.2714
H -2.071 -0.827 2.479 0.0390 -0.0446 -0.2177
H 1.151 1.485 1.767 0.7680 0.4072 0.0313
H -1.195 -2.280 0.741 -0.4355 1.5185 -0.4776
H 2.231 1.152 0.213 -0.1687 -0.0856 -0.7185
H -1.937 0.608 -0.990 -0.7235 2.7555 -0.1953
H 0.496 -1.322 -1.085 -2.3977 -0.4434 0.0863
```
Forces are in eV/Å.